Molecular formula: C5H13NOS
Method: DFT, wB97M-V/def2-TZVPD

Each line ends with the Löwdin charge.
Element x y z (Å)
C: -1.0208 -0.0992 -1.9081  -0.055
C: -0.0785 -0.5499 -0.7642  -0.383
C: 0.8968 0.6289 -0.4265  -0.250
C: 0.3599 1.6863 0.5343  -0.589
S: 1.6700 2.5489 1.4681  0.699
N: -0.8862 -0.9516 0.3501  -0.045
C: -0.2584 -1.4479 1.5554  -0.272
O: 0.5281 -2.6036 1.2640  -0.056
H: -2.0766 -0.3737 -1.7717  0.071
H: -1.0193 0.9597 -2.1547  0.069
H: -0.8158 -0.6226 -2.8473  0.072
H: 0.5765 -1.2949 -1.2037  0.129
H: 1.3221 1.2080 -1.2506  0.108
H: 1.7883 0.1188 -0.0373  0.095
H: -0.1725 2.4254 -0.0763  0.069
H: -0.4597 1.3063 1.1349  0.059
H: 2.0685 3.3143 0.4641  -0.162
H: -1.7886 -0.5165 0.3956  0.108
H: -1.0820 -1.6215 2.2467  0.125
H: 0.5242 -0.7569 1.8899  0.114
H: -0.0762 -3.3585 1.1374  0.094

Spin multiplicity: 1



Molecular formula: C4H6N2S2
Method: DFT, wB97M-V/def2-TZVPD

Each line ends with the Löwdin charge.
Element x y z (Å)
C: 2.5306 0.8275 0.3463  -0.028
C: 1.2546 0.5205 0.5234  -0.656
N: 0.4118 -0.0090 -0.4507  0.041
C: -0.8978 -0.3000 -0.1222  -0.544
N: -1.8318 -0.7601 -0.8478  -0.322
S: -1.4246 -1.0970 -2.4818  0.703
C: -1.1842 0.0429 1.3388  -0.377
S: 0.3583 0.6731 2.0497  0.949
H: 3.1289 1.2157 1.1787  0.058
H: 3.0438 0.7047 -0.6014  0.058
H: 0.7476 -0.1866 -1.3716  0.101
H: -2.6582 -1.5276 -2.8231  -0.146
H: -1.5136 -0.8751 1.8703  0.094
H: -1.9655 0.7710 1.3915  0.069

Spin multiplicity: 1



Molecular formula: C3H8N2O
Method: DFT, wB97M-V/def2-TZVPD

Each line ends with the Löwdin charge.
Element x y z (Å)
H: 2.3105 -1.2879 0.8321  0.083
N: 1.3893 -1.3162 0.4072  0.205
C: 0.9169 -0.2747 -0.0217  -0.338
N: 1.7009 1.1273 -0.4044  0.000
C: -0.1151 0.2531 -0.8804  -0.077
O: -1.3303 -0.8102 -0.4820  -0.256
C: -1.9299 -0.5707 0.7551  -0.194
H: 1.8595 1.5816 -1.2920  0.051
H: 2.1635 1.6396 0.3345  0.042
H: -0.5884 1.2038 -0.6328  0.116
H: -0.0392 -0.0379 -1.9221  0.137
H: -1.2930 -0.8833 1.5976  0.073
H: -2.8734 -1.1234 0.8045  0.081
H: -2.1715 0.4987 0.9043  0.078

Spin multiplicity: 1



Respective highest occupied orbital energy values: -0.320, -0.305, -0.331 hartree.
Respective orbital gap values: 9.587, 9.025, 9.674 eV.
Respective relative energy (zero: lowest compared OMol25 entry of this formula, charge and spin) values: 132.80, 101.50, 476.40 kJ/mol.